The following is a DFT calculation (ωB97M-V/def2-TZVPD) of C10H20ClInRe as an isolated structure in a non-equilibrium geometry.

The geometry in XYZ format:
```
33
Properties=species:S:1:pos:R:3
In -0.01 -4.88 -0.64
Cl -0.49 -2.75 1.02
C 1.77 -5.93 -1.28
C -1.93 -5.86 -0.55
H 1.51 -6.71 -2.00
H 2.44 -5.21 -1.77
H 2.29 -6.38 -0.44
H -2.01 -6.65 -1.31
H -2.72 -5.11 -0.74
H -2.11 -6.30 0.44
Re -0.01 -0.68 0.08
C 2.00 -0.80 0.18
C -0.08 -0.63 -1.78
H 2.41 -1.46 -0.59
H 2.44 0.20 0.04
H 2.33 -1.18 1.17
H -1.01 -0.50 -2.37
H 0.79 -0.76 -2.44
C 0.88 4.63 1.10
C -0.46 3.90 0.88
C -1.43 4.17 2.04
C -1.09 4.42 -0.42
C -0.24 2.46 0.72
C -0.15 1.23 0.49
H 0.72 5.72 1.22
H 1.52 4.49 0.21
H 1.40 4.25 1.98
H -1.61 5.24 2.18
H -2.40 3.69 1.81
H -1.04 3.75 2.98
H -0.41 4.23 -1.26
H -2.04 3.90 -0.60
H -1.28 5.50 -0.36
```

Summary:
Frontier orbital gap (alpha / beta) (eV): 4.811 / 7.581
Lowest unoccupied orbital energy (alpha / beta) (eV): -0.39 / -0.95
Multiplicity: 4
Energy relative to the best compared isomer or geometry (same formula, charge and spin) (kJ/mol): 0.0

---

The following is a DFT calculation (ωB97M-V/def2-TZVPD) of one molecule with the formula C3H7NO2S in a non-equilibrium geometry.

The geometry in XYZ format:
```
14
Properties=species:S:1:pos:R:3
C 1.53 0.24 -0.05
C -0.33 -1.33 0.14
C 0.11 -0.04 -0.42
N -0.85 0.95 0.77
O -1.73 1.56 0.24
O -0.60 0.90 1.91
S -0.53 0.46 -2.08
H 2.00 -0.63 -0.07
H 1.57 0.73 0.91
H 1.81 1.03 -0.80
H -0.22 -1.27 1.28
H 0.19 -2.25 -0.27
H -1.34 -1.52 -0.06
H -1.58 1.19 -1.50
```

Summary:
Frontier orbital gap (eV): 10.277
SMILES string: CC(C)(S)[N+](=O)[O-]
Lowest unoccupied orbital energy (eV): 0.71
Multiplicity: 1
Energy relative to the best compared isomer or geometry (same formula, charge and spin) (kJ/mol): 468.5

---

The following is a DFT calculation (ωB97M-V/def2-TZVPD) of C6H16ClCrO6S2 as an isolated structure in a non-equilibrium geometry.

The geometry in XYZ format:
```
32
Properties=species:S:1:pos:R:3
Cr -0.53 0.41 2.55
Cl 2.00 0.47 2.85
O 3.13 -3.60 -0.16
S 1.77 -3.84 0.21
O 1.22 -5.11 -0.14
O 1.54 -3.68 1.76
C 2.21 -4.58 2.70
C 2.54 -3.67 3.90
C 0.79 -2.46 -0.26
H 3.13 -5.00 2.24
H 1.49 -5.39 2.94
H 3.21 -2.84 3.55
H 2.99 -4.19 4.72
H 1.67 -3.19 4.31
H -0.24 -2.77 0.00
H 0.84 -2.33 -1.36
H 1.19 -1.58 0.22
O -1.71 2.21 0.51
S -2.20 2.70 -0.80
O -3.56 2.95 -1.02
O -1.30 4.03 -0.98
C -1.94 5.16 -1.78
C -1.89 4.90 -3.22
C -1.67 1.61 -2.09
H -1.29 5.92 -1.45
H -3.03 5.17 -1.41
H -2.41 5.67 -3.76
H -2.41 3.94 -3.43
H -0.85 4.87 -3.66
H -0.60 1.71 -2.16
H -2.12 1.90 -3.03
H -1.97 0.60 -1.74
```

Summary:
Frontier orbital gap (alpha / beta) (eV): 4.993 / 6.497
Lowest unoccupied orbital energy (alpha / beta) (eV): -8.05 / -6.55
Multiplicity: 5
Energy relative to the best compared isomer or geometry (same formula, charge and spin) (kJ/mol): 162.8
Charge: +1

---

The following is a DFT calculation (ωB97M-V/def2-TZVPD) of C31H35N2O3RuS2Se as an isolated structure.

The geometry in XYZ format:
```
75
Properties=species:S:1:pos:R:3
Ru 0.54 0.04 -0.79
O 0.15 -1.65 -1.86
S -0.84 -2.41 -2.80
C -1.43 -1.11 -3.89
C -2.22 -0.02 -3.18
C -2.38 1.24 -4.04
C -1.15 2.13 -4.07
S -0.61 2.92 -2.53
O 0.13 1.82 -1.72
C -2.15 3.23 -1.72
C -2.59 2.47 -0.65
C -3.82 2.78 -0.08
C -4.58 3.83 -0.57
C -4.11 4.60 -1.63
C -2.88 4.31 -2.21
C -2.30 -2.77 -1.87
C -2.47 -2.32 -0.57
C -3.66 -2.62 0.09
C -4.63 -3.38 -0.55
C -4.43 -3.85 -1.85
C -3.25 -3.55 -2.51
H -2.01 -1.61 -4.67
H -0.51 -0.75 -4.35
H -1.72 0.25 -2.25
H -3.20 -0.41 -2.89
H -3.25 1.80 -3.68
H -2.60 0.97 -5.07
H -1.29 2.97 -4.75
H -0.24 1.61 -4.39
H -1.99 1.66 -0.25
H -4.19 2.19 0.76
H -5.53 4.07 -0.12
H -4.70 5.42 -2.01
H -2.51 4.92 -3.03
H -1.70 -1.75 -0.07
H -3.82 -2.28 1.10
H -5.55 -3.63 -0.03
H -5.18 -4.44 -2.33
H -3.08 -3.93 -3.51
N 5.11 -2.96 0.88
C 5.65 -2.00 0.10
O 6.84 -1.82 -0.03
C 4.70 -1.08 -0.66
C 5.26 -0.28 -1.65
C 4.45 0.60 -2.35
C 3.11 0.67 -2.04
N 2.57 -0.09 -1.07
C 3.35 -0.96 -0.39
H 5.75 -3.59 1.35
H 4.14 -3.22 0.85
H 6.32 -0.38 -1.85
H 4.86 1.24 -3.12
H 2.44 1.36 -2.54
H 2.86 -1.53 0.38
C 2.68 0.15 7.09
C 2.16 0.13 5.72
C 1.88 1.33 5.02
C 1.37 1.33 3.76
C 1.09 2.61 3.04
C 1.12 0.03 3.14
Se 0.22 0.00 1.54
C 1.42 -1.21 3.82
C 1.21 -2.57 3.21
C 1.94 -1.12 5.08
H 2.80 1.16 7.49
H 3.65 -0.37 7.13
H 2.02 -0.42 7.75
H 2.09 2.27 5.51
H 1.35 3.45 3.67
H 0.03 2.69 2.77
H 1.67 2.67 2.12
H 0.83 -2.53 2.19
H 0.49 -3.14 3.81
H 2.15 -3.12 3.22
H 2.18 -2.03 5.62
```

Summary:
Frontier orbital gap (alpha / beta) (eV): 5.896 / 5.162
Lowest unoccupied orbital energy (alpha / beta) (eV): -10.85 / -11.65
Multiplicity: 5
Charge: +3

---

no.,molar mass (g mol⁻¹)
1,476.748
2,121.161
3,335.771
4,727.796